(1)
C19H33B3F6N2O4P | wB97M-V/def2-TZVPD

XYZ file:
```
68
Properties=species:S:1:pos:R:3:lowdin_charge:R:1
C 2.01 -2.25 2.10 -0.088
C 3.18 -3.18 1.70 -0.233
C 2.75 -4.51 1.05 -0.215
C 2.95 -4.50 -0.47 -0.202
C 1.74 -3.90 -1.23 -0.184
C 2.12 -2.89 -2.33 -0.186
C 1.69 -1.46 -1.99 -0.192
C 2.84 -0.55 -1.54 -0.049
B 2.25 0.85 -1.17 -0.533
O 2.24 1.31 0.13 0.306
B 0.98 1.74 0.52 -0.550
C 0.32 1.29 1.86 -0.047
C 1.25 1.33 3.09 -0.276
N 1.15 2.57 3.87 0.007
O 0.22 2.47 -0.41 0.295
B 0.32 1.89 -1.64 -0.552
C -0.95 1.44 -2.46 -0.019
C -2.19 2.34 -2.23 -0.098
C -3.12 1.65 -1.28 -0.478
O -2.84 1.47 -0.13 0.136
N -4.32 1.19 -1.86 0.099
C -5.09 0.25 -1.10 -0.252
C -5.65 0.56 0.14 -0.024
C -6.40 -0.38 0.84 -0.077
C -6.61 -1.64 0.29 -0.099
C -6.05 -1.96 -0.94 -0.090
C -5.29 -1.02 -1.64 -0.021
O 1.60 1.64 -2.12 0.299
H 2.18 -1.24 1.74 0.057
H 1.07 -2.60 1.70 0.061
H 1.92 -2.19 3.18 0.067
H 3.76 -3.40 2.59 0.094
H 3.83 -2.62 1.05 0.087
H 3.32 -5.32 1.49 0.096
H 1.70 -4.66 1.27 0.098
H 3.17 -5.49 -0.85 0.099
H 3.82 -3.87 -0.68 0.093
H 1.12 -3.42 -0.49 0.083
H 1.15 -4.70 -1.66 0.101
H 3.18 -2.93 -2.53 0.102
H 1.61 -3.18 -3.24 0.098
H 0.92 -1.46 -1.21 0.114
H 1.24 -0.99 -2.86 0.111
H 3.35 -0.95 -0.67 0.100
H 3.53 -0.41 -2.38 0.117
H -0.02 0.26 1.69 0.109
H -0.58 1.87 2.03 0.111
H 1.02 0.48 3.72 0.093
H 2.28 1.23 2.74 0.097
H 0.76 3.31 3.31 0.052
H 0.56 2.43 4.68 0.050
H -0.70 1.37 -3.52 0.109
H -1.20 0.43 -2.13 0.120
H -2.69 2.57 -3.16 0.108
H -1.87 3.25 -1.75 0.125
H -4.87 1.95 -2.23 0.139
H -5.48 1.53 0.56 0.113
H -6.79 -0.11 1.80 0.097
H -7.21 -2.36 0.84 0.093
H -6.22 -2.94 -1.35 0.093
H -4.87 -1.28 -2.60 0.105
F 0.95 6.28 1.90 -0.209
P 2.28 5.67 1.13 0.375
F 1.37 4.28 1.26 -0.198
F 1.91 6.78 -0.05 -0.218
F 2.94 4.91 -0.18 -0.203
F 3.40 4.82 1.99 -0.203
F 3.08 6.93 1.84 -0.215
```

**Net charge**: -1
**E_HOMO**: -6.041 eV
**HOMO-LUMO gap**: 0.306 Eh
**2S+1**: 1

***

(2)
C19H33BFINO5 | wB97M-V/def2-TZVPD

XYZ file:
```
61
Properties=species:S:1:pos:R:3:lowdin_charge:R:1
C 0.08 1.93 -0.02 0.028
C 1.07 1.58 -1.17 -0.523
O 1.34 0.45 -1.33 0.147
O 1.58 2.61 -1.94 -0.036
C 1.04 2.56 -3.28 -0.176
C 0.05 3.74 -3.49 -0.156
C -1.38 3.33 -3.04 -0.181
C -2.20 2.58 -4.17 -0.113
B -3.60 2.24 -3.48 -0.259
C -4.83 3.26 -3.67 0.002
C -5.35 3.73 -2.30 -0.491
O -4.89 3.41 -1.31 0.201
F -6.39 4.60 -2.31 0.080
C -3.66 0.89 -2.61 -0.118
C -3.24 -0.36 -3.41 -0.859
O -3.39 -0.39 -4.57 0.022
I -2.38 -2.01 -2.29 0.805
H 0.56 1.71 0.94 0.093
H -0.87 1.40 -0.15 0.082
H -0.06 3.03 -0.07 0.077
H 1.88 2.71 -3.99 0.124
H 0.59 1.57 -3.50 0.127
H 0.37 4.55 -2.81 0.117
H 0.07 4.16 -4.51 0.114
H -1.37 2.62 -2.19 0.091
H -2.00 4.21 -2.77 0.119
H -2.43 3.25 -5.03 0.104
H -1.67 1.67 -4.52 0.103
H -5.65 2.85 -4.29 0.129
H -4.42 4.17 -4.16 0.119
H -2.89 1.02 -1.81 0.096
H -4.62 0.77 -2.07 0.118
C 1.54 -3.28 5.14 -0.054
C 1.57 -2.14 4.10 -0.529
C 3.01 -1.65 3.93 -0.168
C 3.95 -2.61 3.20 -0.194
C 3.22 -3.52 2.21 -0.160
C 1.87 -2.98 1.71 -0.545
N 1.02 -2.73 2.87 -0.226
O -0.25 -2.26 2.52 -0.335
C 1.24 -4.10 0.88 -0.063
C 2.09 -1.77 0.79 -0.048
C 0.78 -0.97 4.68 -0.074
H 0.51 -3.62 5.31 0.077
H 1.94 -2.95 6.11 0.065
H 2.13 -4.14 4.82 0.063
H 3.00 -0.70 3.38 0.095
H 3.44 -1.40 4.91 0.104
H 4.72 -2.02 2.68 0.097
H 4.49 -3.22 3.92 0.095
H 3.89 -3.73 1.36 0.105
H 3.06 -4.49 2.69 0.101
H 1.01 -4.97 1.51 0.076
H 1.92 -4.43 0.09 0.068
H 0.31 -3.78 0.40 0.062
H 2.73 -2.05 -0.06 0.075
H 2.58 -0.93 1.30 0.067
H 1.15 -1.41 0.38 0.055
H 1.23 -0.63 5.62 0.069
H -0.26 -1.24 4.90 0.068
H 0.77 -0.12 3.99 0.067
```

**Net charge**: -1
**E_HOMO**: -1.054 eV
**HOMO-LUMO gap**: 0.105 Eh
**2S+1**: 1

***

(3)
C19H33Cl2LaN2O2P2 | wB97M-V/def2-TZVPD

XYZ file:
```
61
Properties=species:S:1:pos:R:3:lowdin_charge:R:1
C 1.08 0.04 -4.73 -0.002
C 0.84 -0.01 -3.29 -0.357
H 2.16 0.05 -4.93 0.135
H 0.59 0.95 -5.13 0.128
H 0.59 -0.84 -5.19 0.136
O 1.50 -0.10 -2.29 -0.010
Cl -1.46 0.20 -2.99 0.255
La -0.42 -0.07 -0.58 1.240
P -0.30 2.97 -0.55 0.688
C 0.78 4.11 0.37 -0.273
C -0.15 3.64 -2.24 -0.296
H -0.39 4.71 -2.23 0.062
H -2.03 4.68 -0.35 0.063
H -0.82 3.11 -2.93 0.018
H -2.73 3.02 -0.54 0.039
H 1.81 4.04 -0.02 0.050
H 0.88 3.51 -2.60 0.045
C -1.94 3.62 -0.06 -0.265
H 0.42 5.15 0.25 0.064
H -2.05 3.52 1.03 0.058
H 0.79 3.85 1.43 0.039
P 0.01 -3.06 -0.15 0.690
C 1.20 -3.91 0.95 -0.271
C -1.55 -3.79 0.48 -0.272
H -0.42 -3.67 -2.46 0.041
H 0.02 -5.10 -1.46 0.061
H 1.29 -3.95 -2.01 0.048
C 0.25 -4.04 -1.67 -0.287
H -2.39 -3.33 -0.05 0.023
H -1.56 -4.88 0.34 0.063
H 1.02 -5.00 0.95 0.065
H 1.09 -3.53 1.98 0.037
H -1.66 -3.56 1.55 0.027
H 2.22 -3.71 0.62 0.049
Cl -2.96 -0.34 -0.01 -0.195
C 0.79 0.50 6.39 0.026
N 0.93 0.69 4.95 -0.044
N 0.08 0.21 4.02 0.066
C 0.58 0.49 2.77 -0.376
O -0.04 0.20 1.69 -0.338
C 1.81 1.18 2.98 0.067
C 1.95 1.31 4.35 -0.251
C 2.98 2.00 5.14 -0.003
C -1.12 -0.46 4.39 -0.187
C -1.91 0.13 5.38 -0.031
C -2.88 -0.64 6.02 -0.046
C -3.08 -1.97 5.62 -0.049
C -2.34 -2.52 4.56 -0.053
C -1.37 -1.76 3.92 -0.006
H 1.80 0.42 6.80 0.102
H 0.23 -0.40 6.63 0.109
H 0.31 1.38 6.85 0.113
H 2.47 1.54 2.20 0.121
H 2.55 2.79 5.79 0.110
H 3.54 1.31 5.78 0.102
H 3.69 2.48 4.46 0.099
H -1.75 1.17 5.66 0.124
H -3.46 -0.21 6.83 0.120
H -3.83 -2.59 6.14 0.121
H -2.52 -3.55 4.24 0.116
H -0.76 -2.14 3.09 0.092
```

**Net charge**: +2
**E_HOMO**: -13.772 eV
**HOMO-LUMO gap**: 0.223 Eh
**2S+1**: 1

***

(4)
C19H33F3HgN2O4 | wB97M-V/def2-TZVPD

XYZ file:
```
62
Properties=species:S:1:pos:R:3:lowdin_charge:R:1
C -0.15 -6.24 2.78 -0.048
O -1.18 -6.81 1.93 -0.113
C -2.47 -6.26 2.28 -0.151
C -2.66 -4.74 1.73 -0.129
C -2.11 -4.60 0.22 -0.164
C -2.33 -3.07 -0.30 -0.164
C -0.99 -2.40 -0.86 -0.181
C -0.35 -1.32 0.16 -0.167
C 0.77 -0.49 -0.66 -0.163
C 1.02 0.99 -0.10 -0.084
C 0.76 2.15 -1.20 -0.389
C -0.75 2.07 -1.68 -0.091
C -1.81 1.73 -0.50 -0.206
N -3.02 1.29 -0.74 0.100
C 1.66 1.81 -2.51 -0.095
C 3.23 1.78 -2.21 -0.082
C 3.82 0.33 -1.97 -0.395
N 4.18 -0.49 -3.17 0.101
O 4.05 -0.19 -0.87 0.087
O 1.23 3.44 -0.74 0.041
C 0.22 4.35 -0.41 -0.333
O -0.34 5.13 -1.24 -0.198
C -0.23 4.49 1.11 -0.051
C 0.51 5.77 1.70 -0.032
C 1.35 5.52 3.02 -0.428
F 0.70 6.00 4.18 0.089
F 1.78 4.21 3.19 0.097
F 2.52 6.31 2.91 0.064
H -0.47 -5.28 3.29 0.103
H 0.77 -6.01 2.14 0.123
H 0.18 -6.99 3.58 0.133
H -2.66 -6.31 3.42 0.165
H -3.27 -6.91 1.79 0.150
H -3.74 -4.40 1.83 0.136
H -2.03 -4.04 2.37 0.110
H -1.04 -4.94 0.15 0.111
H -2.75 -5.34 -0.39 0.132
H -2.75 -2.50 0.59 0.108
H -3.14 -3.15 -1.12 0.124
H -0.25 -3.21 -1.13 0.121
H -1.25 -1.86 -1.84 0.117
H 0.23 -1.96 0.92 0.125
H -1.14 -0.67 0.65 0.097
H 1.73 -1.12 -0.63 0.123
H 0.44 -0.52 -1.75 0.093
H 0.48 1.21 0.89 0.120
H 2.14 1.06 0.16 0.126
H -1.10 2.93 -2.34 0.114
H -0.81 1.15 -2.37 0.127
H -1.55 1.89 0.60 0.114
H -3.14 1.21 -1.77 0.062
H 1.49 2.72 -3.20 0.140
H 1.27 0.92 -3.09 0.120
H 3.77 2.21 -3.13 0.132
H 3.51 2.49 -1.35 0.139
H 4.66 0.18 -3.80 0.088
H 3.29 -0.75 -3.61 0.085
H -1.36 4.65 1.16 0.139
H -0.01 3.51 1.65 0.120
H -0.22 6.65 1.81 0.151
H 1.27 6.13 0.91 0.143
Hg -1.95 6.32 -2.46 1.097
```

**Net charge**: +2
**E_HOMO**: -14.037 eV
**HOMO-LUMO gap**: 0.047 Eh
**2S+1**: 1

***

(5)
C19H34BaN3O8PSe4 | wB97M-V/def2-TZVPD

XYZ file:
```
70
Properties=species:S:1:pos:R:3:lowdin_charge:R:1
Ba -0.28 -0.35 -0.22 1.995
O -3.22 0.23 2.38 0.115
C -2.07 0.45 1.73 -0.595
O -1.06 -0.15 2.02 -0.123
C -2.04 1.70 0.93 -0.246
C -3.02 2.67 1.02 0.000
C -2.84 3.84 0.27 -0.045
C -1.71 3.96 -0.52 0.023
C -0.79 2.92 -0.55 -0.157
N -0.96 1.83 0.18 -0.090
C 0.53 2.99 -1.34 -0.659
O 0.75 4.06 -1.92 -0.024
O 1.24 1.96 -1.27 -0.093
H -3.11 -0.61 2.85 0.138
H -3.88 2.51 1.65 0.116
H -3.57 4.63 0.33 0.105
H -1.52 4.84 -1.13 0.114
N -0.54 -0.08 -2.79 -0.140
C -0.07 -0.98 -3.86 -0.268
C 1.22 -0.47 -4.50 -0.210
C 2.33 -0.14 -3.51 -0.198
C 2.70 -1.30 -2.58 -0.287
N 2.28 -1.03 -1.20 -0.145
H -1.56 -0.10 -2.74 0.013
H -0.32 0.88 -3.04 0.075
H -0.83 -1.10 -4.64 0.106
H 0.11 -1.96 -3.41 0.056
H 0.99 0.43 -5.09 0.102
H 1.56 -1.23 -5.21 0.104
H 2.01 0.69 -2.88 0.071
H 3.21 0.19 -4.08 0.099
H 3.78 -1.48 -2.62 0.102
H 2.20 -2.22 -2.89 0.045
H 2.76 -0.20 -0.85 0.050
H 2.59 -1.80 -0.61 -0.086
Se 2.74 -1.46 2.29 -0.341
Se 3.24 -3.47 1.22 -0.290
Se 1.23 -4.57 0.83 -0.276
Se 0.55 -4.07 -1.34 -0.236
C -3.00 -3.75 -0.84 -0.068
C -4.33 -3.01 -0.89 -0.613
C -4.88 -2.81 0.52 -0.025
C -5.33 -3.81 -1.73 -0.034
O -4.18 -1.76 -1.60 -0.154
P -3.58 -0.38 -1.02 0.311
O -3.33 0.50 -2.18 -0.251
O -2.48 -0.69 -0.04 -0.579
O -4.80 0.21 -0.11 -0.161
C -6.00 0.79 -0.63 -0.620
C -5.74 2.20 -1.16 -0.029
C -6.95 0.85 0.57 -0.028
C -6.62 -0.04 -1.75 -0.032
H -3.14 -4.76 -0.47 0.091
H -2.29 -3.24 -0.19 0.046
H -2.55 -3.80 -1.83 0.062
H -4.91 -3.78 1.03 0.090
H -5.88 -2.38 0.51 0.073
H -4.22 -2.14 1.07 0.066
H -5.50 -4.79 -1.26 0.083
H -4.93 -3.96 -2.73 0.088
H -6.29 -3.29 -1.80 0.068
H -5.36 2.84 -0.37 0.061
H -6.66 2.63 -1.56 0.083
H -4.99 2.15 -1.95 0.077
H -6.49 1.43 1.37 0.081
H -7.12 -0.16 0.95 0.078
H -7.90 1.30 0.29 0.082
H -5.92 -0.09 -2.59 0.084
H -7.55 0.41 -2.08 0.085
H -6.81 -1.06 -1.41 0.068
```

**Net charge**: -2
**E_HOMO**: -0.537 eV
**HOMO-LUMO gap**: 0.156 Eh
**Relative energy (zero: lowest compared OMol25 entry of this formula, charge and spin)**: 228.9 kJ/mol
**2S+1**: 1

***

(6)
C19H34CdCl2F9NO3SSi3 | wB97M-V/def2-TZVPD

XYZ file:
```
73
Properties=species:S:1:pos:R:3:lowdin_charge:R:1
C -3.97 -1.28 0.35 0.007
C -2.63 -1.33 0.51 -0.179
Si -1.46 -1.34 -0.91 0.586
C -1.91 -0.02 -2.22 -0.248
C -2.96 1.04 -1.86 -0.754
C -2.73 2.40 -2.52 -0.117
Cl -4.52 0.50 -2.55 0.748
O 0.12 -1.35 -0.43 -0.282
Si 0.86 -0.16 0.52 0.509
C 1.18 -0.70 2.26 -0.224
C 0.02 -0.73 3.28 -0.239
C -0.30 -2.15 3.78 -0.270
N -1.67 -2.31 4.28 0.015
C 0.08 1.58 0.38 -0.269
C -1.03 1.97 1.38 -0.226
C -0.42 2.50 2.66 -0.213
C 0.24 3.87 2.42 -0.270
S 1.75 3.83 3.36 0.290
O 1.38 3.67 4.71 -0.277
O 2.57 2.83 2.75 -0.356
Cl 2.60 5.61 3.04 0.472
Si 2.99 0.08 -0.43 0.557
C 4.28 0.43 0.88 -0.164
C 3.55 -1.41 -1.41 -0.174
C 2.88 1.66 -1.54 -0.186
C -1.78 -3.02 -1.85 -0.435
F -2.06 -3.91 -0.85 0.091
F -2.89 -2.95 -2.63 0.094
C -0.64 -3.67 -2.64 -0.363
F -1.10 -4.88 -3.04 0.161
F 0.44 -3.91 -1.86 0.155
C -0.24 -2.93 -3.97 -0.336
F 0.00 -3.84 -4.91 0.188
F -1.25 -2.13 -4.40 0.152
C 1.04 -2.06 -3.92 -0.484
F 0.90 -1.02 -3.05 0.095
F 2.13 -2.79 -3.63 0.186
F 1.20 -1.52 -5.15 0.177
H -4.53 -0.57 0.94 0.077
H -4.49 -1.96 -0.30 0.078
H -2.27 -1.40 1.54 0.056
H -0.98 0.45 -2.57 0.011
H -2.28 -0.55 -3.08 0.057
H -3.15 1.13 -0.81 0.067
H -3.02 2.32 -3.56 0.084
H -3.32 3.18 -2.08 0.100
H -1.65 2.68 -2.54 -0.013
H 1.99 -0.11 2.66 0.074
H 1.57 -1.71 2.18 0.090
H 0.34 -0.19 4.15 0.113
H -0.90 -0.26 2.96 0.065
H 0.35 -2.32 4.62 0.111
H -0.06 -2.89 3.04 0.110
H -2.13 -1.42 4.39 0.059
H -2.22 -2.89 3.66 0.062
H -0.29 1.83 -0.63 -0.033
H 0.91 2.25 0.58 0.048
H -1.73 1.17 1.57 0.091
H -1.63 2.77 0.96 0.118
H 0.33 1.83 3.04 0.077
H -1.21 2.67 3.37 0.139
H 0.49 4.06 1.39 0.085
H -0.36 4.69 2.79 0.113
H 4.42 -0.47 1.46 0.053
H 3.97 1.25 1.51 0.010
H 5.23 0.69 0.42 0.048
H 2.87 -2.24 -1.29 0.027
H 3.58 -1.19 -2.47 0.028
H 4.55 -1.70 -1.14 0.050
H 1.87 1.56 -2.03 -0.125
H 3.68 1.74 -2.25 0.064
H 2.91 2.54 -0.90 0.042
Cd 0.50 2.48 -2.37 1.545
```

**Net charge**: +2
**E_HOMO**: -13.474 eV
**HOMO-LUMO gap**: 0.083 Eh
**2S+1**: 1

***

(7)
C19H34IN4NdOP | wB97M-V/def2-TZVPD

XYZ file:
```
61
Properties=species:S:1:pos:R:3:mulliken_spin:R:1
Nd 0.98 -0.64 1.16 3.047
C 5.19 -0.84 0.31 0.000
C 3.95 -0.83 1.18 -0.003
C 3.94 -2.01 2.17 0.001
C 3.83 0.50 1.94 0.006
O 2.79 -0.94 0.29 -0.020
H 6.09 -0.72 0.93 0.000
H 5.17 -0.03 -0.42 0.000
H 5.27 -1.79 -0.22 0.000
H 3.55 -1.73 3.15 0.000
H 4.94 -2.40 2.33 0.000
H 3.34 -2.83 1.78 -0.001
H 4.63 0.56 2.68 0.000
H 2.91 0.61 2.53 -0.003
H 3.91 1.35 1.26 0.000
I 0.03 0.91 3.74 -0.003
C 0.55 -1.17 3.56 -0.017
H -0.33 -1.68 3.95 0.001
H 1.34 -1.28 4.29 0.002
C -1.53 -1.61 -1.13 -0.001
N -1.45 -1.24 0.32 -0.012
C -2.00 -2.39 1.11 0.002
N -3.36 -2.70 0.72 0.000
C -3.38 -3.03 -0.71 0.001
N -2.89 -1.92 -1.53 0.000
C -3.72 -0.74 -1.27 0.000
N -3.72 -0.37 0.15 0.000
C -2.36 -0.07 0.55 0.001
C -4.19 -1.51 0.94 0.000
H -0.89 -2.48 -1.30 -0.002
H -1.16 -0.77 -1.71 0.005
H -1.96 -2.11 2.17 0.000
H -1.36 -3.26 0.95 0.000
H -4.40 -3.26 -1.00 0.000
H -2.76 -3.91 -0.88 0.000
H -4.75 -0.95 -1.57 0.000
H -3.35 0.10 -1.85 0.000
H -2.32 0.18 1.61 -0.002
H -1.98 0.77 -0.03 0.001
H -5.22 -1.74 0.65 0.000
H -4.18 -1.25 2.00 0.000
C 1.06 3.46 0.50 0.000
P 1.06 1.91 -0.45 0.003
C 2.59 1.98 -1.43 -0.002
C -0.24 2.12 -1.70 -0.003
C -1.35 2.92 -1.45 -0.001
C -2.38 3.02 -2.38 0.000
C -2.31 2.31 -3.57 -0.001
C -1.20 1.51 -3.83 0.001
C -0.18 1.41 -2.90 -0.001
H 0.17 3.53 1.11 0.000
H 1.12 4.33 -0.15 0.000
H 1.92 3.46 1.17 0.000
H 2.53 2.78 -2.17 0.000
H 2.80 1.03 -1.91 0.000
H 3.43 2.19 -0.75 0.000
H -1.43 3.49 -0.53 0.000
H -3.23 3.66 -2.17 0.000
H -3.10 2.39 -4.30 0.000
H -1.14 0.96 -4.76 0.000
H 0.68 0.79 -3.13 0.000
```

**Net charge**: +1
**E_HOMO (spin up / spin down)**: -11.631 / -11.601 eV
**<S²>**: 3.755
**HOMO-LUMO gap (spin up / spin down)**: 0.324 / 0.327 Eh
**2S+1**: 4

***

Q: Which value of net charge does entry 6 give?
A: +2